This record from the OMol25 dataset describes C50H28N14Na as an isolated structure at a distorted geometry. The level of theory is wB97M-V/def2-TZVPD.

Geometry (Å):
Na 0.926 -0.638 0.476
C -1.405 5.820 -0.639
C -1.432 5.800 0.772
C -1.168 4.656 1.479
C -0.908 3.474 0.776
C -0.682 2.145 1.220
N -0.551 1.396 0.066
C -0.639 2.191 -1.044
N -0.547 1.434 -2.212
C -0.075 -1.041 -2.174
C 0.358 -1.418 -3.480
C 0.067 -0.998 -4.776
C 0.731 -1.598 -5.823
C 1.682 -2.601 -5.607
C 2.006 -3.014 -4.333
C 1.347 -2.424 -3.266
C 1.475 -2.551 -1.841
N 2.392 -3.293 -1.228
C 2.740 -3.105 0.017
N 2.381 -2.071 0.830
C 3.005 -2.186 1.995
N 2.865 -1.439 3.090
C 2.006 -0.460 3.241
N 1.188 0.136 2.347
C 0.365 0.986 3.001
N -0.492 1.832 2.502
C 0.665 0.966 4.435
C 0.172 1.668 5.518
C 0.805 1.500 6.740
C 1.902 0.656 6.876
C 2.391 -0.057 5.793
C 1.760 0.099 4.575
C 3.862 -3.372 1.987
C 4.697 -3.939 2.930
C 5.319 -5.135 2.609
C 5.122 -5.736 1.368
C 4.308 -5.160 0.410
C 3.679 -3.967 0.723
N 0.575 -1.731 -1.244
C -0.880 3.495 -0.666
C -1.113 4.697 -1.360
H -1.629 6.745 -1.153
H -1.663 6.716 1.298
H -1.184 4.641 2.560
H -0.650 -0.209 -4.964
H 0.505 -1.299 -6.837
H 2.173 -3.048 -6.460
H 2.747 -3.780 -4.152
H -0.672 2.332 5.403
H 0.450 2.045 7.603
H 2.383 0.565 7.841
H 3.257 -0.695 5.876
H 4.843 -3.453 3.884
H 5.959 -5.619 3.334
H 5.620 -6.673 1.152
H 4.157 -5.627 -0.553
H -1.091 4.710 -2.440
C 3.172 1.150 -3.813
C 2.902 0.680 -2.537
N 1.700 0.818 -2.002
C 0.771 1.430 -2.730
C 1.075 1.983 -3.969
N 2.275 1.836 -4.509
C -0.999 0.044 -1.741
C -2.346 0.074 -2.376
C -3.480 0.267 -1.669
C -3.426 -0.022 -0.251
C -2.241 -0.151 0.376
N -1.012 0.098 -0.267
C -2.113 -0.542 1.783
C -2.877 0.040 2.800
N -2.752 -0.329 4.060
C -1.871 -1.285 4.327
C -1.116 -1.876 3.323
N -1.234 -1.502 2.062
C -4.685 0.801 -2.304
C -4.568 1.599 -3.450
C -5.694 2.194 -3.983
N -6.900 2.097 -3.444
C -7.017 1.353 -2.356
C -5.965 0.676 -1.763
H 4.132 1.009 -4.287
H 3.640 0.189 -1.922
H 0.351 2.554 -4.533
H -2.326 0.139 -3.450
H -4.341 -0.214 0.290
H -3.588 0.830 2.592
H -1.786 -1.580 5.365
H -0.398 -2.660 3.521
H -3.602 1.776 -3.896
H -5.634 2.796 -4.881
H -8.014 1.300 -1.938
H -6.143 0.060 -0.896

The highest occupied orbital energy (alpha / beta) comes out at -3.5 / -3.5 eV. As for the total charge: -1. The calculation puts the HOMO-LUMO gap (alpha / beta) at 0.181 / 0.181 hartree. The calculated total energy comes out at -2851.1430 a.u.



This record from the OMol25 dataset describes C22H15CeN6O2S as an isolated structure at a distorted geometry. The level of theory is wB97M-V/def2-TZVPD.

Geometry (Å):
Ce 0.162 0.589 -0.424
O 1.641 4.549 0.712
C 1.250 3.561 0.154
N 1.248 2.263 0.622
C 1.859 1.969 1.830
O 2.045 2.700 2.762
C 2.363 0.513 1.882
C 3.247 0.193 2.908
C 3.788 -1.081 2.962
C 3.415 -2.005 1.994
C 2.522 -1.619 1.009
N 2.003 -0.381 0.931
C 0.766 3.638 -1.309
C 0.734 4.888 -1.920
C 0.389 4.981 -3.259
C 0.124 3.812 -3.963
C 0.177 2.604 -3.290
N 0.471 2.502 -1.982
H 3.481 0.952 3.641
H 4.490 -1.349 3.735
H 3.792 -3.015 2.013
H 2.207 -2.323 0.238
H 0.984 5.759 -1.332
H 0.342 5.939 -3.750
H -0.114 3.836 -5.014
H -0.016 1.668 -3.813
N -2.603 -2.939 -0.520
C -1.947 -3.428 0.588
C -2.020 -4.635 1.271
C -1.255 -4.745 2.413
C -0.454 -3.690 2.874
C -0.368 -2.491 2.199
C -1.108 -2.378 1.023
N -1.248 -1.307 0.161
C -2.179 -1.673 -0.730
C -2.752 -0.687 -1.631
C -3.963 -0.730 -2.276
S -4.344 0.784 -2.964
C -2.860 1.393 -2.376
N -2.121 0.540 -1.712
H -3.281 -3.457 -1.059
H -2.647 -5.444 0.929
H -1.294 -5.658 2.985
H 0.089 -3.821 3.796
H 0.199 -1.646 2.578
H -4.642 -1.556 -2.356
H -2.572 2.421 -2.530

The highest occupied orbital energy (alpha / beta) comes out at -14.5 / -14.5 eV. As for the total charge: +2. The calculation puts the HOMO-LUMO gap (alpha / beta) at 0.292 / 0.294 hartree. The spin multiplicity is 2. The calculated total energy comes out at -2199.3223 a.u.



This record from the OMol25 dataset describes a 7-piece molecular cluster, C42H41FO12 overall at a distorted geometry. The level of theory is wB97M-V/def2-TZVPD.

Geometry (Å):
F 1.288 -5.196 2.351
C 1.919 -5.424 3.541
C 2.244 -6.723 4.040
C 2.824 -6.885 5.330
C 3.232 -5.787 6.011
C 2.969 -4.472 5.556
C 2.266 -4.344 4.383
H 1.977 -7.617 3.497
H 3.059 -7.901 5.612
H 3.856 -5.838 6.891
H 3.322 -3.660 6.175
H 2.001 -3.401 3.926
C 4.347 -3.114 2.089
C 5.517 -3.756 2.351
C 6.227 -3.450 3.507
C 5.867 -2.389 4.361
C 4.803 -1.666 3.956
C 4.066 -1.934 2.801
O 3.123 -1.041 2.298
O 7.225 -4.402 3.885
H 3.868 -3.481 1.193
H 5.720 -4.610 1.721
H 6.407 -2.076 5.243
H 4.469 -0.724 4.365
H 2.485 -1.658 1.933
H 7.154 -4.463 4.840
C -3.823 0.905 -5.375
C -5.109 1.099 -5.912
C -5.649 0.200 -6.787
C -4.913 -0.851 -7.310
C -3.643 -1.093 -6.770
C -3.107 -0.143 -5.856
O -1.903 -0.445 -5.339
O -6.851 0.466 -7.268
H -3.545 1.557 -4.560
H -5.660 1.947 -5.533
H -5.554 -1.557 -7.816
H -3.117 -2.027 -6.908
H -1.871 -0.056 -4.461
H -7.218 -0.384 -7.520
C 0.425 -0.480 0.402
C -0.315 0.352 -0.419
C -0.753 -0.173 -1.639
C -0.595 -1.458 -1.991
C 0.112 -2.328 -1.132
C 0.579 -1.814 0.073
O 1.258 -2.548 0.949
O -1.460 0.657 -2.414
H 0.624 -0.038 1.367
H -0.383 1.400 -0.169
H -1.171 -1.909 -2.786
H 0.354 -3.325 -1.467
H 0.848 -3.416 0.956
H -1.403 1.480 -1.924
C -1.872 4.171 -3.786
C -2.754 4.570 -4.754
C -4.095 4.709 -4.500
C -4.577 4.075 -3.341
C -3.702 3.698 -2.399
C -2.310 3.696 -2.604
O -1.462 3.397 -1.581
O -5.002 5.395 -5.266
H -0.811 4.135 -3.982
H -2.331 4.870 -5.701
H -5.646 4.100 -3.187
H -4.050 3.456 -1.406
H -1.728 3.590 -0.680
H -5.832 4.914 -5.297
C -2.854 2.101 1.108
C -3.767 1.116 0.763
C -3.722 -0.085 1.403
C -2.846 -0.309 2.444
C -1.953 0.608 2.819
C -1.965 1.821 2.155
O -1.052 2.788 2.536
O -4.656 -1.040 0.929
H -2.973 3.120 0.770
H -4.283 1.203 -0.181
H -2.989 -1.217 3.011
H -1.127 0.348 3.464
H -0.735 2.684 3.436
H -5.223 -0.815 0.189
C 4.893 3.594 1.617
C 4.162 4.804 1.555
C 2.791 4.687 1.313
C 2.130 3.453 1.122
C 2.902 2.278 1.178
C 4.259 2.338 1.464
O 5.007 1.218 1.576
O 2.049 5.828 1.285
H 5.965 3.704 1.681
H 4.642 5.765 1.668
H 1.066 3.488 0.942
H 2.414 1.321 1.071
H 4.471 0.559 2.023
H 1.171 5.855 0.897

The highest occupied orbital energy (alpha / beta) comes out at 0.0 / -4.1 eV. As for the total charge: -1. The calculation puts the HOMO-LUMO gap (alpha / beta) at 0.074 / 0.224 hartree. The spin multiplicity is 2. The calculated total energy comes out at -2627.6619 a.u.